# 1
Formula: C3H3N3
Source: OMol25
Level of theory: ωB97M-V with the def2-TZVPD basis set

Calculated values
Charge: 0
SMILES: N#CC(N)C#N
Highest occupied orbital energy in eV: -11.26
LUMO level in eV: 0.37
Energy above the lowest of the compared OMol25 structures with the same formula, charge and spin in kcal per mole: 21.00
Electronic energy in eV: -7628.639

Structure (XYZ):
```
9
Properties=species:S:1:pos:R:3:lowdin_charge:R:1
N -0.79 1.03 0.04 0.0525
C -0.04 -0.16 0.36 -0.3824
C -0.64 -1.28 -0.38 -0.1762
N -1.16 -2.11 -0.99 0.1753
C 1.43 -0.12 0.09 -0.1669
N 2.57 -0.07 -0.09 0.1621
H -0.43 1.86 0.51 0.0905
H -0.80 1.20 -0.97 0.0931
H -0.14 -0.36 1.43 0.1521
```

***

# 2
Formula: C2H2N2O
Source: OMol25
Level of theory: ωB97M-V with the def2-TZVPD basis set

Calculated values
Charge: 0
Highest occupied orbital energy in eV: -9.22
LUMO level in eV: -0.48
Energy above the lowest of the compared OMol25 structures with the same formula, charge and spin in kcal per mole: 124.24
Electronic energy in eV: -7128.456

Structure (XYZ):
```
7
Properties=species:S:1:pos:R:3:lowdin_charge:R:1
C 0.30 -0.96 0.03 -0.1141
C 0.71 0.45 -0.02 -0.0943
N 1.51 -1.41 0.00 0.1504
N 1.93 0.12 -0.01 -0.2922
O 3.03 0.56 0.01 0.0795
H -0.63 -1.59 0.05 0.1262
H 0.22 1.49 0.17 0.1445
```

***

# 3
Formula: C22H33BrN12O9
Source: OMol25
Level of theory: ωB97M-V with the def2-TZVPD basis set

Calculated values
Charge: 0
SMILES: O=C(Br)Cc1cccc2c1C(=O)c1ccccc1C2=O.NC(N)=O.NC(N)=O.NC(N)=O.NC(N)=O.NC(N)=O.NC(N)=O
Highest occupied orbital energy in eV: -8.58
LUMO level in eV: -0.71
Energy above the lowest of the compared OMol25 structures with the same formula, charge and spin in kcal per mole: 5.29
Electronic energy in eV: -129707.893

Structure (XYZ):
```
77
Properties=species:S:1:pos:R:3:lowdin_charge:R:1
O 1.43 3.72 0.97 0.0673
C 1.78 3.76 -0.15 -0.8205
Br 2.37 2.12 -0.98 0.7776
C 1.81 5.03 -0.98 -0.1188
C 0.80 6.00 -0.41 -0.1575
C 1.22 7.18 0.20 -0.0051
C 0.30 8.07 0.76 -0.0408
C -1.06 7.77 0.73 0.0080
C -1.47 6.58 0.14 -0.0693
C -0.55 5.70 -0.44 -0.0391
C -1.09 4.47 -1.07 -0.2848
O -0.64 4.01 -2.09 0.1272
C -2.24 3.86 -0.35 -0.0860
C -2.38 2.49 -0.27 0.0060
C -3.45 1.97 0.44 -0.0384
C -4.35 2.83 1.06 -0.0477
C -4.22 4.21 0.97 0.0077
C -3.15 4.73 0.26 -0.0856
C -2.91 6.19 0.13 -0.2975
O -3.80 7.00 0.04 0.1380
H 2.81 5.43 -0.86 0.1291
H 1.62 4.82 -2.02 0.1117
H 2.28 7.39 0.24 0.1150
H 0.63 8.98 1.22 0.1072
H -1.80 8.42 1.17 0.1212
H -1.66 1.86 -0.78 0.1178
H -3.54 0.89 0.51 0.0965
H -5.17 2.40 1.62 0.1068
H -4.94 4.86 1.44 0.1206
C -1.49 -1.29 2.00 -0.6738
O -2.50 -1.42 1.33 0.0034
N -0.40 -0.59 1.53 0.1565
N -1.37 -1.80 3.26 0.1723
H 0.44 -0.43 2.04 0.0878
H -0.50 -0.21 0.61 0.0930
H -2.14 -2.33 3.63 0.0532
H -0.55 -1.68 3.82 0.0935
C -4.86 -3.31 4.80 -0.6598
O -3.71 -3.04 4.51 0.0170
N -5.87 -3.23 3.88 0.1617
N -5.23 -3.72 6.05 0.1530
H -6.82 -3.45 4.08 0.0950
H -5.62 -2.93 2.95 0.1107
H -4.51 -3.80 6.73 0.1028
H -6.17 -3.96 6.30 0.0931
C -2.02 -4.70 -1.44 -0.6913
O -3.09 -4.95 -1.97 -0.0046
N -0.87 -5.39 -1.72 0.1452
N -1.86 -3.72 -0.51 0.1592
H 0.01 -5.15 -1.27 0.0428
H -0.92 -6.13 -2.39 0.0936
H -2.66 -3.17 -0.26 0.0768
H -0.98 -3.53 -0.07 0.0599
C 2.18 -4.07 0.68 -0.6420
O 1.16 -4.41 0.09 0.0119
N 3.39 -4.63 0.43 0.1682
N 2.17 -3.08 1.62 0.1671
H 4.24 -4.37 0.88 0.0917
H 3.41 -5.37 -0.25 0.0971
H 1.28 -2.65 1.81 0.0712
H 2.98 -2.77 2.11 0.0993
C 2.93 0.24 -4.72 -0.6885
O 3.64 -0.23 -3.84 0.0099
N 1.85 1.03 -4.45 0.1508
N 3.17 0.01 -6.05 0.1430
H 1.26 1.42 -5.15 0.0944
H 1.65 1.21 -3.48 0.0203
H 3.96 -0.56 -6.28 0.0981
H 2.61 0.38 -6.79 0.0892
C 6.62 -5.05 -1.49 -0.6797
O 6.57 -4.89 -0.28 0.0129
N 7.78 -5.41 -2.12 0.1497
N 5.53 -4.89 -2.29 0.1581
H 7.84 -5.55 -3.11 0.0925
H 8.59 -5.53 -1.56 0.1028
H 4.67 -4.62 -1.85 0.0778
H 5.54 -5.02 -3.28 0.0966
```

***

# 4
Formula: CH3F2NS
Source: OMol25
Level of theory: ωB97M-V with the def2-TZVPD basis set

Calculated values
Spin multiplicity: 3
Charge: 0
Highest occupied orbital energy (spin up / spin down) in eV: -9.74 / -9.94
⟨S²⟩: 2.01
LUMO level (spin up / spin down) in eV: -0.25 / -0.27
Energy above the lowest of the compared OMol25 structures with the same formula, charge and spin in kcal per mole: 0.00
Electronic energy in eV: -18841.096

Structure (XYZ):
```
8
Properties=species:S:1:pos:R:3:lowdin_charge:R:1
C -1.30 -0.09 -0.73 -0.3322
N -0.92 0.91 -1.51 0.0825
F 3.04 0.15 0.37 -0.4584
F 1.53 -0.54 2.20 -0.4640
S 1.99 0.83 1.43 0.9224
H -0.51 -0.83 -0.54 0.0708
H -2.03 -0.76 -1.34 0.1078
H -1.80 0.33 0.12 0.0711
```

***

# 5
Formula: C57H35F4I4N9OTa
Source: OMol25
Level of theory: ωB97M-V with the def2-TZVPD basis set

Calculated values
Charge: +1
Highest occupied orbital energy (spin up / spin down) in eV: -9.81 / -9.81
LUMO level (spin up / spin down) in eV: -4.72 / -4.72
Energy above the lowest of the compared OMol25 structures with the same formula, charge and spin in kcal per mole: 46.37
Electronic energy in eV: -119949.009

Structure (XYZ):
```
111
Properties=species:S:1:pos:R:3:lowdin_charge:R:1
Ta 0.09 -0.21 -0.14 2.0226
I 7.26 -1.03 6.33 0.9196
C 5.76 -0.64 4.96 -0.7339
C 4.38 -0.52 5.33 -0.0949
C 3.41 -0.32 4.34 -0.0522
C 3.77 -0.01 3.03 -0.1681
C 5.12 -0.21 2.70 -0.0324
C 6.12 -0.44 3.64 -0.1436
C 2.77 0.45 2.03 -0.0302
C 3.05 0.75 0.71 -0.2124
C 4.29 1.31 0.21 0.0152
C 4.12 1.67 -1.08 0.0384
C 2.75 1.37 -1.44 -0.2277
C 2.11 1.67 -2.59 -0.0880
C 2.97 2.22 -3.67 -0.2059
C 2.74 3.48 -4.27 -0.0259
C 3.63 4.04 -5.18 -0.1231
C 4.82 3.37 -5.54 -0.6811
I 6.15 4.14 -7.06 0.8223
C 5.05 2.13 -5.00 -0.1530
C 4.16 1.58 -4.05 -0.0416
C 0.78 1.34 -2.92 -0.1844
N -0.21 0.85 -2.06 -0.0389
C -1.44 0.64 -2.80 -0.1863
C -2.72 0.29 -2.19 -0.0358
C -3.85 0.08 -3.12 -0.2031
C -4.23 1.00 -4.09 -0.0324
C -5.22 0.72 -5.05 -0.1199
C -5.98 -0.44 -5.01 -0.7224
I -7.36 -1.03 -6.48 0.8864
C -5.77 -1.25 -3.88 -0.1404
C -4.75 -0.99 -2.98 -0.0483
C -2.89 0.30 -0.79 -0.2430
C -4.15 0.39 -0.23 0.0283
C -4.01 0.87 1.07 0.0157
C -2.63 1.07 1.35 -0.1739
N -1.90 0.65 0.17 -0.0126
C -2.03 1.79 2.39 -0.0540
C -0.68 1.61 2.60 -0.2118
C -0.09 1.95 3.86 0.0462
C 1.24 1.51 3.83 0.0050
C 1.46 0.88 2.57 -0.2081
N 0.27 0.86 1.84 -0.0209
C -2.87 2.67 3.28 -0.1770
C -2.57 4.02 3.53 -0.0331
C -3.52 4.85 4.10 -0.1139
C -4.81 4.35 4.51 -0.6487
I -6.26 5.55 5.57 0.8159
C -5.05 3.00 4.30 -0.1193
C -4.08 2.16 3.70 -0.0392
C -1.10 0.93 -4.13 -0.0255
C 0.21 1.36 -4.26 0.0519
N 2.09 0.86 -0.32 0.0006
H 4.07 -0.68 6.37 0.1085
H 2.39 -0.39 4.62 0.0988
H 5.31 -0.23 1.60 0.1093
H 7.17 -0.43 3.38 0.0947
H 5.16 1.41 0.89 0.1262
H 4.80 2.13 -1.79 0.1217
H 1.74 3.90 -3.97 0.1392
H 3.35 5.01 -5.64 0.1098
H 6.09 1.75 -5.05 0.1120
H 4.34 0.57 -3.57 0.1428
H -3.74 1.99 -4.04 0.1327
H -5.56 1.49 -5.77 0.1127
H -6.43 -2.08 -3.65 0.1004
H -4.63 -1.69 -2.16 0.1225
H -5.14 0.29 -0.63 0.1243
H -4.85 1.25 1.63 0.1094
H -0.63 2.47 4.62 0.1085
H 2.11 1.76 4.46 0.1316
H -1.59 4.39 3.20 0.1287
H -3.40 5.99 4.18 0.1240
H -6.01 2.60 4.48 0.0788
H -4.34 1.15 3.42 0.0830
H -1.80 0.89 -4.94 0.1081
H 0.61 1.75 -5.15 0.1085
C -3.23 -2.00 3.05 -0.0964
N -2.21 -2.34 2.02 -0.2679
C -2.53 -3.62 1.45 -0.1059
C -0.89 -2.29 2.62 -0.1924
C 0.38 -2.71 1.76 -0.1948
N 0.96 -1.80 0.83 -0.1609
C 2.07 -2.37 0.17 -0.1791
C 2.20 -2.37 -1.25 -0.1095
F 1.45 -1.50 -2.03 0.0199
C 2.91 -3.39 -1.88 -0.2008
F 2.81 -3.53 -3.20 0.1169
C 3.81 -4.15 -1.13 0.1044
C 4.01 -3.77 0.20 -0.1740
F 5.19 -4.01 0.80 0.1062
C 3.07 -3.01 0.89 -0.1335
F 3.13 -3.01 2.26 0.0861
H -3.17 -2.68 3.97 0.1053
H -3.23 -0.91 3.43 0.0862
H -4.25 -2.11 2.59 0.0886
H -2.50 -4.41 2.22 0.1005
H -3.57 -3.59 1.13 0.0793
H -1.92 -3.85 0.55 0.0604
H -0.76 -1.29 3.02 0.0927
H -0.77 -2.97 3.50 0.1287
H 1.12 -2.94 2.57 0.1224
H 0.14 -3.69 1.31 0.1237
H 4.41 -4.89 -1.63 0.1436
O -0.93 -1.65 -1.00 -0.3641
N -0.72 -2.98 -1.09 0.0729
C -1.14 -3.44 -2.26 -0.2555
C -1.32 -2.64 -3.41 -0.1292
N -1.62 -2.12 -4.42 0.2578
C -1.16 -4.86 -2.47 -0.1263
N -1.13 -6.01 -2.72 0.1973
```